(a)
18
Properties=species:S:1:pos:R:3 method="wB97M-V/def2-TZVPD" lumo_energy_ev=0.33 orbital_gap_ev=10.755 smiles=O.O.O.O.O.O
O -1.710 -1.054 -1.570
H -2.339 -0.706 -0.884
H -1.380 -0.260 -2.001
O -2.326 1.155 4.643
H -2.985 1.415 5.297
H -2.090 1.951 4.163
O 1.597 -4.765 -0.070
H 1.514 -5.715 -0.143
H 1.235 -4.394 0.738
O -0.518 -2.566 0.321
H 0.222 -3.041 -0.084
H -0.818 -2.145 -0.506
O 1.875 6.078 -1.077
H 1.410 6.655 -0.458
H 1.397 6.248 -1.894
O 1.237 0.808 -2.171
H 1.937 1.461 -2.252
H 0.445 1.344 -2.075

=====

(b)
18
Properties=species:S:1:pos:R:3 method="wB97M-V/def2-TZVPD" lumo_energy_ev=0.21 orbital_gap_ev=10.974 smiles=O.O.O.O.O.O
O -0.478 0.306 0.903
H -0.908 1.058 0.474
H -0.962 -0.486 0.714
O -1.647 -1.184 -1.370
H -1.650 -0.308 -1.701
H -1.696 -1.663 -2.196
O -0.737 3.527 -0.177
H -0.084 3.242 -0.769
H -0.397 4.417 -0.058
O 1.581 0.755 -1.031
H 0.962 0.449 -0.380
H 2.467 0.620 -0.607
O 0.045 -2.888 -0.264
H 0.014 -3.682 -0.760
H -0.557 -2.259 -0.655
O 1.574 -0.836 2.423
H 1.675 -0.660 3.340
H 0.801 -0.402 2.112

=====

(c)
18
Properties=species:S:1:pos:R:3 method="wB97M-V/def2-TZVPD" lumo_energy_ev=0.38 orbital_gap_ev=11.308 smiles=O.O.O.O.O.O
O -2.178 -0.667 2.030
H -2.502 -0.282 1.202
H -2.293 -1.596 1.876
O 0.351 0.733 -0.381
H 1.220 0.861 -0.058
H -0.047 0.252 0.309
O 0.147 0.289 -3.252
H 0.511 0.310 -2.370
H 0.827 -0.054 -3.792
O 0.432 -0.065 2.391
H 0.902 -0.769 1.992
H -0.462 -0.234 2.365
O -2.463 -0.448 -0.732
H -3.284 -0.136 -1.111
H -1.801 0.247 -0.876
O 3.184 0.619 0.117
H 3.884 1.197 0.228
H 3.568 -0.249 0.061

=====

Least stable structure: (a)